1.
C4H9N3 | the ωB97M-V functional and the def2-TZVPD basis

```
! RIJCOSX wB97M-V def2-TZVPD def2/J DEFGRID3
* xyz 0 1
C 1.394 1.563 -0.382
C 0.380 1.036 0.324
N -0.939 0.328 -0.284
C -2.332 0.726 -0.225
N -0.619 -0.947 -0.275
N 0.434 -0.968 0.438
C 1.329 -2.100 0.300
H 1.808 1.044 -1.238
H 1.889 2.458 -0.031
H 0.058 1.533 1.234
H -2.645 0.968 0.796
H -2.985 -0.068 -0.598
H -2.460 1.607 -0.857
H 1.865 -2.061 -0.654
H 2.057 -2.082 1.113
H 0.767 -3.036 0.341
*
```

Values from the calculation:
HOMO-LUMO gap: 0.3277 Eh
strongest force on any atom: 2.943 eV/A
HOMO energy: -7.845 eV

2.
C4H9N3O | the ωB97M-V functional and the def2-TZVPD basis

```
! RIJCOSX wB97M-V def2-TZVPD def2/J DEFGRID3
* xyz 0 1
C -2.709 -0.354 0.111
C -1.473 -0.849 -0.131
C -0.518 0.135 -0.127
N 0.768 0.221 -0.205
N 1.184 1.637 -0.081
C 1.742 -0.907 0.079
N 2.937 -0.460 0.043
O 1.119 -2.002 -0.115
H -3.218 -0.444 1.189
H -3.772 -0.709 -0.441
H -2.535 0.737 -0.053
H -0.926 -1.855 -0.800
H -1.130 1.103 0.200
H 0.935 2.088 -0.953
H 0.476 2.082 0.591
H 3.821 -1.101 0.483
H 3.299 0.675 0.211
*
```

Values from the calculation:
HOMO-LUMO gap: 0.2934 Eh
strongest force on any atom: 10.426 eV/A
HOMO energy: -7.426 eV

3.
C4H9N3O | the ωB97M-V functional and the def2-TZVPD basis

```
! RIJCOSX wB97M-V def2-TZVPD def2/J DEFGRID3
* xyz 0 1
C -2.406 -0.341 -0.286
C 0.947 0.441 -0.455
C 2.087 0.334 0.797
C 1.387 -0.963 -0.574
H -3.041 -0.625 1.300
H -2.238 -0.505 -1.325
H -1.757 0.782 1.319
H -0.447 1.733 -0.714
H 1.518 1.048 -1.250
H 1.669 0.342 1.754
H 2.794 1.229 0.879
H 1.561 -1.166 -1.684
H 0.555 -1.536 -0.276
N -3.337 -0.778 0.375
N -1.332 0.289 0.366
N -0.397 0.761 -0.541
O 2.439 -1.043 0.316
*
```

Values from the calculation:
HOMO-LUMO gap: 0.3687 Eh
strongest force on any atom: 5.558 eV/A
HOMO energy: -9.407 eV

4.
C4H9N3O | the ωB97M-V functional and the def2-TZVPD basis

```
! RIJCOSX wB97M-V def2-TZVPD def2/J DEFGRID3
* xyz 0 1
H -2.274 0.911 0.622
N -3.128 0.437 0.321
C -2.651 -0.637 -0.179
N -1.337 -1.172 -0.178
C -0.137 -0.435 -0.095
N -0.319 0.818 -0.158
C 0.733 1.793 -0.202
O 0.869 -1.240 -0.142
C 2.164 -0.852 0.220
H -3.441 -1.405 -0.429
H -1.224 -2.140 -0.226
H 1.221 2.037 0.780
H 1.592 1.540 -0.854
H 0.351 2.778 -0.470
H 2.755 -0.788 -0.648
H 2.252 0.054 0.797
H 2.573 -1.700 0.843
*
```

Values from the calculation:
HOMO-LUMO gap: 0.3499 Eh
strongest force on any atom: 4.446 eV/A
HOMO energy: -8.905 eV

5.
C4H9N3O | the ωB97M-V functional and the def2-TZVPD basis

```
! RIJCOSX wB97M-V def2-TZVPD def2/J DEFGRID3
* xyz 0 1
C -2.293 -0.422 0.077
C 0.804 1.376 0.001
C 2.003 0.500 0.338
C 2.067 -0.808 0.209
H -3.626 -0.187 1.485
H -1.742 -2.212 -0.166
H -2.594 0.665 -1.431
H -1.293 1.297 -0.319
H -0.421 2.744 -0.292
H 3.030 0.778 0.729
H 2.996 -1.286 0.309
H 0.883 -2.804 -0.162
H 0.041 -1.233 -0.730
N -0.591 0.662 -0.420
N 0.694 2.640 -0.006
N 1.089 -1.636 -0.345
O -1.046 -0.073 0.724
*
```

Values from the calculation:
HOMO-LUMO gap: 0.2352 Eh
strongest force on any atom: 6.897 eV/A
HOMO energy: -8.543 eV

6.
C4H9N3O | the ωB97M-V functional and the def2-TZVPD basis

```
! RIJCOSX wB97M-V def2-TZVPD def2/J DEFGRID3
* xyz 0 1
C 1.876 -0.634 1.137
N 0.769 -0.857 0.271
C 0.051 0.258 -0.106
N 0.617 1.396 0.354
C -0.040 2.554 0.032
O -1.107 2.511 -0.652
N -1.002 0.061 -0.885
C -1.538 -1.352 -1.003
H 2.788 -0.174 0.744
H 1.595 -0.005 1.906
H 2.061 -1.679 1.508
H 0.562 -1.855 -0.040
H 0.164 3.525 0.452
H -1.533 1.037 -0.857
H -1.516 -1.816 0.012
H -2.723 -1.088 -1.110
H -1.023 -1.883 -1.764
*
```

Values from the calculation:
HOMO-LUMO gap: 0.3607 Eh
strongest force on any atom: 5.528 eV/A
HOMO energy: -9.159 eV

7.
C4H9N3O | the ωB97M-V functional and the def2-TZVPD basis

```
! RIJCOSX wB97M-V def2-TZVPD def2/J DEFGRID3
* xyz 0 1
C -0.078 -1.985 -0.957
N -0.796 1.083 1.280
C -0.640 0.249 0.080
C 0.075 -1.011 0.175
N 0.902 -1.129 1.162
C 0.102 1.612 0.387
O -1.640 0.288 -0.884
N 0.249 2.760 -0.138
H -1.702 1.190 -1.229
H -1.687 1.547 1.424
H 1.622 0.212 1.257
H 1.472 -1.971 1.121
H 0.868 2.748 -0.945
H 1.638 1.074 1.017
H 0.578 -2.844 -0.822
H 0.148 -1.498 -1.907
H -1.112 -2.325 -1.023
*
```

Values from the calculation:
HOMO-LUMO gap: 0.3499 Eh
strongest force on any atom: 1.959 eV/A
HOMO energy: -8.793 eV

8.
C4H9N3O | the ωB97M-V functional and the def2-TZVPD basis

```
! RIJCOSX wB97M-V def2-TZVPD def2/J DEFGRID3
* xyz 0 1
N 2.635 -0.076 -0.464
C 1.403 -0.106 -1.073
O 1.427 -0.115 -2.289
N 0.202 -0.050 -0.363
C 0.113 0.162 1.062
C -1.369 0.348 1.323
N -1.998 -0.296 0.138
C -1.068 -0.269 -1.008
H 3.432 -0.191 -1.118
H 2.672 -0.474 0.463
H 0.679 1.012 1.396
H 0.422 -0.791 1.581
H -1.596 1.402 1.415
H -1.701 -0.131 2.254
H -2.913 0.147 -0.119
H -1.084 -1.179 -1.594
H -1.256 0.607 -1.604
*
```

Values from the calculation:
HOMO-LUMO gap: 0.3568 Eh
strongest force on any atom: 2.399 eV/A
HOMO energy: -8.910 eV

Taking the records one at a time from the top gives E_tot values of -8759.5841; -10805.6782; -10807.0189; -10810.1324; -10795.3967; -10810.5720; -10807.3243; -10811.8484 eV.